Record 1
# C44H39AuFNOP2S

A structure of composition C44H39AuFNOP2S in a non-equilibrium geometry (wB97M-V/def2-TZVPD, the OMol25 dataset).

XYZ file:
```
90
Properties=species:S:1:pos:R:3:forces:R:3:mulliken_spin:R:1
Au 9.14547 14.09692 14.40580 0.0 -1.3 -0.2 0.00
N 11.32468 12.45179 12.39693 2.4 0.8 -0.8 0.06
P 9.62581 12.49004 12.63687 -0.4 1.9 1.3 0.00
C 9.16327 10.79046 12.68350 -0.2 -1.6 0.8 0.00
C 8.59804 10.12296 11.59351 0.1 0.4 -0.3 0.00
C 8.20471 8.81238 11.68067 -0.3 -0.7 1.0 0.00
C 8.43915 8.08054 12.85685 -0.2 0.2 -0.9 0.00
C 8.94223 8.72735 13.97623 0.1 -0.7 -0.4 0.00
C 9.27560 10.06005 13.89727 0.2 1.4 0.1 0.00
C 8.94151 13.18613 11.13551 0.6 -0.1 -1.0 0.01
C 9.67143 13.08931 9.95162 -0.3 0.9 0.3 0.00
C 9.31201 13.79162 8.80128 -0.1 -0.1 -0.5 0.00
C 8.26156 14.70522 8.89029 -0.7 0.6 0.0 0.00
C 7.45746 14.73405 10.05908 0.0 0.4 -0.5 0.01
C 7.77029 13.92870 11.14369 -1.1 -0.2 0.2 0.00
P 12.39862 13.86991 11.81170 0.1 -2.6 2.4 0.35
C 13.83931 13.11033 11.00090 0.7 -0.3 -0.6 0.05
C 14.52212 12.11253 11.72466 1.0 0.3 -1.9 0.02
C 15.67957 11.51804 11.14504 -1.0 -0.6 1.9 0.01
C 16.20489 11.95800 9.95827 -0.6 0.5 -1.1 0.00
C 15.50137 12.92699 9.20921 0.6 0.9 0.5 0.01
C 14.36050 13.54498 9.75782 -0.2 -0.8 -0.1 0.00
C 13.28563 14.49045 13.28753 -0.9 0.1 -0.1 0.19
C 14.60271 15.00291 13.29308 1.2 -0.2 -0.1 0.06
C 15.27632 15.40575 14.44733 -1.0 -0.2 -0.2 0.01
C 14.54277 15.38491 15.67597 1.4 -0.3 -0.2 0.17
C 13.22898 14.92862 15.65250 -0.6 0.0 1.2 -0.03
C 12.59865 14.51562 14.50777 -0.4 0.1 0.1 0.04
H 11.79884 11.57040 12.75085 -0.5 1.6 -0.8 0.00
H 8.42070 10.58876 10.63971 0.0 0.5 -0.1 0.00
H 7.59355 8.39178 10.89611 0.4 -0.2 -0.3 0.00
H 8.21937 7.01491 12.85005 -0.1 0.3 0.3 0.00
H 9.06587 8.13607 14.86923 0.1 0.2 0.3 0.00
H 9.58272 10.60224 14.80208 0.0 -0.3 -0.4 0.00
H 10.60014 12.58014 10.02601 0.6 -0.8 -0.5 0.00
H 9.81559 13.56508 7.83780 -0.2 0.6 0.8 0.00
H 8.01865 15.42877 8.07110 0.2 -1.0 0.6 0.00
H 6.56393 15.39364 10.12707 0.7 -0.6 -0.3 0.00
H 7.02391 13.78428 11.94043 0.6 0.5 -0.1 0.00
H 14.22690 11.86968 12.71701 -0.3 -0.5 0.6 0.00
H 16.12896 10.66955 11.70343 -0.1 0.9 -0.4 0.00
H 17.13854 11.55006 9.57694 -0.3 0.0 0.0 0.00
H 15.95140 13.31703 8.26889 -0.6 -0.4 0.8 0.00
H 13.84350 14.32047 9.19570 0.1 -0.1 0.1 0.00
H 15.17322 14.86043 12.39009 0.2 0.4 -0.3 0.00
H 16.33783 15.69090 14.37321 -0.7 -0.2 0.2 0.00
H 15.05282 15.59777 16.65208 -0.6 0.0 -1.1 0.00
H 12.66639 14.88824 16.59150 0.2 0.0 -0.3 0.00
H 11.56092 14.20347 14.53319 0.0 0.0 0.2 0.03
O 9.57058 19.04125 13.00053 -0.2 -0.4 -0.9 0.53
S 8.80030 18.94109 11.71903 -0.8 1.7 1.5 0.24
C 6.97663 19.12738 12.12116 -0.2 0.0 1.7 0.05
C 6.56181 19.95181 13.32951 -0.3 -0.2 -0.6 0.00
C 6.41485 21.31923 13.22884 0.6 2.2 0.0 0.01
C 6.06756 22.08511 14.37225 -0.4 -0.7 -0.7 -0.01
C 5.63402 21.43448 15.50835 -0.1 -0.1 1.5 0.02
C 5.62091 20.02903 15.56840 -0.3 0.5 -0.7 0.00
C 6.05186 19.31671 14.46649 0.7 0.1 0.0 0.02
C 9.24581 20.49923 10.78605 1.1 -0.1 -1.5 0.07
C 8.28302 20.98550 9.76250 -1.4 -0.3 -0.9 0.01
C 8.02767 20.32406 8.53665 1.2 -0.2 0.6 0.02
C 7.33612 20.94859 7.51405 -0.3 -0.3 0.3 0.00
C 6.53977 22.03599 7.82256 -0.2 1.0 0.7 0.04
C 6.65879 22.67762 9.08052 0.0 0.4 -0.5 -0.01
C 7.59116 22.19600 9.99378 0.4 0.4 1.3 0.03
H 6.65639 18.11707 12.27140 -0.1 -0.7 -0.1 0.00
H 6.51049 19.53455 11.26778 -0.2 0.3 -1.4 0.00
H 6.57930 21.86505 12.26565 0.0 -0.7 1.1 0.00
H 6.02260 23.16786 14.40261 0.1 -0.1 -0.5 0.00
H 5.29506 22.04402 16.38899 0.4 -0.8 -1.0 0.00
H 5.20594 19.48606 16.40014 0.0 0.1 0.3 0.00
H 5.99938 18.25079 14.44144 0.1 -0.6 0.3 0.00
H 10.23075 20.16880 10.36055 -0.8 0.5 0.3 0.00
H 9.37470 21.33941 11.45825 0.3 -0.4 0.8 0.00
H 8.41881 19.30856 8.39216 0.2 0.5 -0.2 0.00
H 7.38685 20.58620 6.49811 -0.3 -0.4 0.1 0.00
H 5.79984 22.38093 7.09781 0.4 0.2 0.1 0.00
H 6.10013 23.62101 9.28832 0.5 -1.0 -0.2 0.00
H 7.80978 22.74522 10.96697 -0.4 -0.6 -1.5 0.00
F 6.81065 17.47326 18.95842 0.9 -0.5 -1.0 0.00
C 7.51481 16.75253 18.00483 -0.4 1.1 -0.1 0.00
C 7.60048 15.37890 18.17024 0.1 0.2 1.3 0.00
C 8.22843 14.67841 17.17657 0.3 -1.7 0.3 0.00
C 8.68584 15.26955 16.01868 0.9 -0.3 -1.5 0.00
C 8.68071 16.64298 15.90142 -0.2 1.6 1.1 0.00
C 8.09893 17.44039 16.90448 -1.3 -0.8 1.1 0.00
H 7.31602 14.83225 19.09556 -0.1 0.9 -0.7 0.00
H 8.44178 13.60461 17.37075 -0.5 0.7 -0.4 0.00
H 9.23154 17.17372 15.13229 -0.3 -0.2 -0.4 0.00
H 7.93450 18.52791 16.84592 0.5 -0.6 0.0 0.00
```
Positions in Å, forces in eV/Å.

## Properties
net charge: +2
orbital gap (alpha / beta): 7.12 / 2.85 eV
lowest unoccupied orbital energy (alpha / beta): -4.89 / -9.15 eV
multiplicity: 3
ΔE to the lowest compared entry with this formula, charge and spin: 2.5372 eV
total energy: -3145.786324 Eh

Record 2
# C44H39Br3CsIN4O2S2Sb

A structure of composition C44H39Br3CsIN4O2S2Sb in a non-equilibrium geometry (wB97M-V/def2-TZVPD, the OMol25 dataset).

XYZ file:
```
97
Properties=species:S:1:pos:R:3:forces:R:3:lowdin_charge:R:1
Cs -0.26907 -0.19320 -0.09034 -1.6 -0.3 1.7 0.72
C 0.57030 -2.53700 -3.06793 0.1 0.0 0.0 -0.08
C -0.91484 -2.58366 -2.98850 -0.3 -0.5 -0.6 -0.62
N -1.67241 -1.86958 -2.23459 0.0 0.3 0.2 0.02
C -3.00443 -2.18368 -2.36253 0.1 -0.4 -0.3 -0.32
C -3.26024 -3.17601 -3.26231 0.1 0.0 -0.1 -0.36
S -1.80443 -3.73318 -3.97059 0.1 0.3 0.3 1.04
C -4.01643 -1.53931 -1.52408 -0.4 0.0 0.2 -0.33
C -5.36155 -1.73162 -1.63725 -0.1 0.1 0.0 -0.37
S -6.18601 -0.92788 -0.37142 0.5 0.2 0.1 1.03
C -4.64498 -0.34746 0.24162 -0.6 -0.2 -0.4 -0.63
N -3.64313 -0.74933 -0.46439 0.4 0.2 0.0 0.07
C -4.58040 0.51717 1.44670 0.1 0.0 0.1 -0.10
H 0.95469 -1.55972 -2.77410 0.0 0.0 0.0 0.05
H 0.89963 -2.76533 -4.08112 0.1 0.0 0.0 0.08
H 1.00503 -3.28201 -2.39708 0.0 0.0 0.0 0.06
H -4.20766 -3.61367 -3.52977 0.0 0.0 0.1 0.07
H -5.91108 -2.28608 -2.38034 0.1 -0.1 0.0 0.06
H -5.56516 0.64202 1.89635 0.0 0.1 0.0 0.07
H -4.17170 1.49975 1.20086 -0.1 0.0 0.0 0.06
H -3.90321 0.04831 2.16590 0.0 0.0 0.0 -0.01
C -2.94558 2.82400 -1.36443 0.0 0.0 -0.1 -0.02
C -1.86961 2.85122 -2.41453 0.0 0.0 0.0 -0.32
C -2.00284 3.63318 -3.57864 0.1 0.0 -0.1 -0.02
C -0.99605 3.63535 -4.50312 -0.1 0.0 0.1 -0.04
C 0.15611 2.84771 -4.29690 -0.1 -0.1 0.2 -0.20
C 1.24356 2.77094 -5.19140 0.2 0.0 -0.2 -0.64
Br 1.23871 3.77700 -6.82004 0.0 0.0 0.1 0.69
C 2.32144 1.96816 -4.92631 -0.3 0.2 -0.1 -0.20
C 2.34769 1.21543 -3.75821 0.1 -0.2 0.2 -0.60
Br 3.85896 0.09767 -3.44208 -0.1 0.0 0.0 0.72
C 1.32763 1.20386 -2.78269 0.4 0.0 -0.4 -0.49
O 1.36256 0.49924 -1.73704 1.4 0.8 -1.5 -0.50
C 0.19833 2.07985 -3.09785 0.0 0.2 -0.3 -0.13
N -0.80510 2.11727 -2.19768 -0.1 -0.1 0.2 0.13
H -3.75048 3.51960 -1.60284 0.0 0.0 0.0 0.08
H -2.52070 3.09255 -0.39574 0.0 0.0 0.0 0.05
H -3.36181 1.81839 -1.27286 0.0 0.0 0.0 0.07
H -2.89470 4.22653 -3.73563 0.0 0.0 0.0 0.10
H -1.07148 4.23658 -5.39908 0.0 0.0 0.0 0.07
H 3.14611 1.91659 -5.62322 0.0 0.0 0.0 0.09
O 5.84603 -1.87239 3.98366 0.1 -0.1 0.0 0.07
C 4.69519 -1.42534 3.42516 -0.3 0.1 -0.1 -0.31
C 4.04663 -0.27237 3.85613 0.1 0.0 0.0 0.00
C 2.87866 0.09810 3.21516 0.1 0.0 0.1 -0.12
N 2.34622 -0.58498 2.20737 -0.2 0.0 -0.2 0.04
C 2.97175 -1.67722 1.82437 0.0 0.2 0.2 -0.72
Br 2.17421 -2.64004 0.40754 0.2 -0.3 0.0 0.74
C 4.14356 -2.15648 2.38294 0.1 -0.1 0.0 -0.04
H 6.10958 -1.27955 4.69331 0.0 0.1 0.0 0.11
H 4.44155 0.31646 4.67585 0.0 0.0 0.0 0.11
H 2.33129 0.97675 3.53707 0.1 0.0 0.0 0.09
H 4.61646 -3.06233 2.03346 0.0 0.0 0.0 0.11
I -1.63578 -1.74465 2.68166 -0.3 -0.3 0.6 -0.30
C -3.35707 2.39073 5.50423 0.0 0.0 -0.1 -0.04
C -3.93505 3.18053 4.36045 0.0 0.0 0.0 -0.29
C -5.26500 3.59333 4.43946 0.0 0.0 0.0 -0.06
C -5.87683 4.28565 3.40665 0.0 0.0 0.0 -0.09
C -5.15460 4.58130 2.26264 -0.1 0.0 -0.1 -0.09
C -3.83278 4.17528 2.17076 0.1 0.1 0.1 -0.18
C -3.19903 3.49262 3.20988 0.2 -0.1 0.0 -0.34
Sb -1.22788 2.72634 2.68262 0.0 0.2 0.3 1.54
C -0.22950 2.40011 4.58780 -0.1 -0.1 -0.3 -0.34
C 0.03531 1.04894 4.80514 0.0 0.0 -0.1 -0.20
C 0.66013 0.61149 5.96384 0.0 0.0 0.1 -0.09
C 1.04561 1.53742 6.91846 0.0 -0.1 -0.1 -0.09
C 0.80356 2.88742 6.70032 0.0 0.0 0.0 -0.07
C 0.16694 3.34041 5.54775 0.0 0.1 0.0 -0.31
C -0.09519 4.81358 5.38412 0.1 0.0 0.0 -0.05
C -0.35325 4.64831 2.15108 -0.2 -0.1 0.0 -0.33
C -1.03367 5.85160 2.30726 0.0 0.0 0.0 -0.15
C -0.49932 7.04534 1.84402 0.0 0.0 0.0 -0.10
C 0.72625 7.04269 1.19660 0.0 0.0 0.0 -0.09
C 1.41545 5.84949 1.04184 0.1 0.1 0.0 -0.05
C 0.89645 4.64908 1.51812 0.0 -0.1 0.0 -0.31
C 1.67813 3.37128 1.35382 -0.1 0.0 -0.1 -0.06
H -4.11554 2.21766 6.26765 0.0 0.0 0.0 0.08
H -2.51932 2.91199 5.96694 0.0 0.0 0.0 0.07
H -2.98845 1.42149 5.16249 0.0 0.0 0.0 0.08
H -5.83340 3.35208 5.33080 0.0 0.0 0.0 0.10
H -6.91728 4.57496 3.48982 0.0 0.0 0.0 0.10
H -5.61793 5.11672 1.44282 0.0 0.0 0.0 0.10
H -3.27921 4.40659 1.26663 0.0 0.0 0.0 0.08
H -0.25930 0.31263 4.06238 0.0 -0.1 0.0 -0.04
H 0.83140 -0.44886 6.10515 0.0 0.0 0.0 0.11
H 1.52686 1.21308 7.83355 0.0 0.0 0.0 0.10
H 1.10561 3.60932 7.45222 0.0 0.0 0.0 0.10
H 0.06308 5.34440 6.32366 0.0 0.0 0.0 0.08
H -1.11839 4.99224 5.05072 0.0 0.0 0.0 0.07
H 0.56846 5.24645 4.63316 -0.1 0.0 0.0 0.08
H -1.98983 5.86570 2.81455 0.0 0.0 0.0 0.08
H -1.04123 7.97222 1.99003 0.0 0.0 0.0 0.10
H 1.14355 7.96566 0.81334 0.0 0.0 0.0 0.10
H 2.37446 5.84800 0.53537 0.0 0.0 0.0 0.11
H 2.71505 3.56899 1.08483 0.0 0.0 0.0 0.09
H 1.24554 2.74122 0.56998 0.0 0.0 0.0 0.07
H 1.67027 2.79820 2.28395 0.1 0.0 0.0 0.04
```
Positions in Å, forces in eV/Å.

## Properties
net charge: -1
orbital gap: 6.38 eV
lowest unoccupied orbital energy: 1.92 eV
multiplicity: 1
ΔE to the lowest compared entry with this formula, charge and spin: 0.8924 eV
total energy: -11146.272990 Eh